[1]
{
  "formula": "C10H20O20S5",
  "method": "ωB97M-V/def2-TZVPD",
  "species": ["H", "H", "H", "H", "H", "O", "C", "O", "O", "O", "C", "H", "S", "C", "C", "H", "O", "O", "H", "H", "C", "H", "H", "C", "C", "O", "O", "O", "S", "H", "H", "O", "H", "C", "O", "O", "O", "O", "H", "H", "O", "O", "O", "H", "C", "H", "O", "S", "C", "S", "S", "O", "H", "H", "O"],
  "positions_angstrom": [[29.51255, -3.93272, -9.16777], [32.33577, -14.65133, -10.21579], [28.18912, -11.35928, -8.95867], [26.10355, -9.67947, -7.87716], [31.84827, -8.66003, -4.52912], [29.86817, -8.20845, -9.00839], [21.98112, -13.90340, -7.17168], [24.76533, -14.62858, -9.10292], [29.47394, -11.78288, -12.30702], [32.06127, -8.31668, -0.32081], [30.82199, -15.08561, -11.52499], [26.80464, -9.47115, -9.49080], [32.87234, -3.44182, -9.15986], [30.04733, -8.75209, -3.38502], [31.32350, -9.33469, -3.85268], [21.56569, -12.07875, -8.30967], [32.06658, -9.41986, -2.66817], [28.84523, -13.17745, -10.24422], [21.87725, -14.97917, -7.31323], [30.22984, -3.30018, -10.76163], [28.00394, -10.74679, -8.07625], [30.41442, -15.50520, -10.60524], [21.52779, -13.52472, -6.25561], [31.97894, -14.12665, -11.10207], [21.58435, -13.15831, -8.45908], [33.64067, -2.46286, -9.95962], [23.39176, -13.69747, -7.07401], [29.93867, -14.17079, -12.18831], [29.73482, -12.82404, -11.31860], [31.22657, -10.39262, -4.09655], [29.64055, -8.07846, -4.13924], [22.73192, -13.26330, -9.28446], [32.78317, -14.07430, -11.83594], [30.39384, -3.75119, -9.78296], [31.35440, -12.85524, -10.74845], [31.24185, -3.09801, -8.95957], [29.16906, -10.26668, -7.56750], [33.24974, -3.95229, -7.82549], [30.95738, -5.89638, -9.12674], [31.16130, -15.88141, -12.18808], [32.61952, -7.02089, -2.32186], [32.38119, -4.71430, -10.12617], [29.87543, -7.92666, -6.51163], [27.51775, -11.38801, -7.34102], [27.03705, -9.62930, -8.43767], [20.65813, -13.45492, -8.95124], [24.88545, -12.14421, -8.39776], [29.32507, -8.62863, -7.71690], [31.02784, -5.12773, -9.89635], [24.12409, -13.42103, -8.48361], [31.88687, -8.11502, -1.74312], [27.67457, -8.49048, -7.88709], [29.26455, -9.49942, -3.25518], [30.77667, -5.53738, -10.87472], [30.24240, -8.12623, -2.22422]],
  "forces_ev_per_a": [[-0.6, 0.7, -0.5], [0.5, 0.8, 0.3], [0.2, 0.0, 0.1], [0.0, -0.4, -0.2], [0.0, -0.5, -0.5], [-0.4, -1.2, 2.2], [0.0, -0.4, -1.0], [-1.6, 3.7, 2.4], [0.6, -1.5, 2.6], [-0.9, -0.5, -2.3], [0.9, 1.6, 0.2], [0.4, -0.2, 0.0], [-1.8, -1.7, 0.3], [-2.7, -0.6, -2.9], [0.8, -0.5, -0.1], [-0.8, 0.1, 0.6], [2.3, -0.1, 2.6], [0.8, 1.2, -0.5], [-0.5, 0.0, 0.3], [-0.1, 0.1, 0.1], [-2.6, -2.3, -1.5], [-0.6, 0.0, -0.2], [0.0, -0.1, -0.2], [-1.0, -1.3, 0.6], [0.6, 1.5, 1.0], [-2.0, -2.6, 2.3], [1.5, 0.5, -0.1], [-0.6, -0.2, -0.1], [1.3, -1.3, -1.8], [0.1, 0.4, -0.9], [0.1, 0.2, 0.0], [1.0, -0.6, -1.0], [-0.3, 0.7, -0.1], [-1.6, -2.6, 0.5], [-1.5, -0.3, -0.9], [3.0, 3.3, 1.7], [3.2, 2.7, 1.2], [0.0, 1.7, -3.3], [-0.2, 0.5, 0.3], [-0.3, 0.3, -0.2], [-1.0, -0.8, 0.1], [2.8, 0.6, 0.5], [-2.1, -2.8, -3.2], [0.3, 0.0, 0.2], [-0.1, 0.7, 0.7], [0.4, -0.4, -0.1], [-2.1, -3.3, 0.0], [-0.9, 1.6, -0.5], [0.8, 0.4, -2.1], [1.6, -0.8, -1.9], [-0.9, 0.1, -0.7], [1.9, 2.0, 1.1], [0.1, -0.4, 0.2], [-0.2, -0.4, 0.2], [2.1, 2.7, 4.5]],
  "nbo_charge": [0.207, 0.194, 0.219, 0.210, 0.210, -0.887, -0.094, -0.849, -0.836, -0.846, -0.100, 0.200, 2.423, -0.104, -0.104, 0.192, -0.686, -0.883, 0.200, 0.188, -0.117, 0.194, 0.222, -0.093, -0.100, -0.826, -0.685, -0.687, 2.468, 0.217, 0.206, -0.686, 0.200, -0.095, -0.672, -0.682, -0.652, -0.847, 0.221, 0.218, -0.885, -0.699, -0.850, 0.202, -0.084, 0.224, -0.880, 2.442, -0.097, 2.458, 2.479, -0.685, 0.173, 0.204, -0.663],
  "lumo_energy_ev": 0.2,
  "homo_lumo_gap_ev": 10.75,
  "smiles": "O=S1(=O)OCCO1.O=S1(=O)OCCO1.O=S1(=O)OCCO1.O=S1(=O)OCCO1.O=S1(=O)OCCO1",
  "e_above_lowest_kcal_mol": 97.4
}

[2]
{
  "formula": "C10H21BrCl6NO3S",
  "method": "ωB97M-V/def2-TZVPD",
  "species": ["H", "H", "O", "H", "H", "Cl", "H", "O", "H", "Cl", "H", "Cl", "H", "C", "H", "C", "Cl", "C", "Cl", "H", "H", "C", "C", "O", "H", "Br", "H", "H", "H", "H", "H", "H", "C", "C", "N", "C", "H", "C", "H", "Cl", "H", "S", "C"],
  "positions_angstrom": [[-5.40935, 3.96813, -2.07395], [6.27735, -2.84038, -2.49692], [5.04196, 1.06528, 0.34817], [-6.51574, 2.10744, -0.99077], [1.33516, 1.18681, -1.60536], [7.70749, -2.88026, -0.62354], [-3.66914, -1.24561, 1.64489], [3.06421, -0.08040, 1.10898], [0.71520, 0.74706, 0.89876], [-3.31159, 3.93023, -1.02745], [-4.50152, 2.49769, -2.45952], [-4.69769, 1.00759, -0.00183], [4.98694, -3.42217, 0.21495], [6.13054, -2.65233, -1.43723], [5.84537, -1.61047, -1.30317], [-3.65766, -1.79271, 2.58495], [5.34220, -5.26381, -1.21867], [1.34849, 1.92552, -0.81550], [-3.95856, -4.08444, 1.11305], [1.03424, 2.88486, -1.21485], [0.25409, 2.45889, 0.91143], [-5.56305, 2.44623, -0.58580], [0.37640, 1.57064, 0.28324], [3.66114, -0.11345, -1.23476], [-5.75513, 3.09370, 0.26610], [-0.75968, -1.52309, -0.40333], [-5.50462, -2.83365, 2.35092], [-1.44614, 2.03984, -0.76883], [-4.08396, -1.16224, 3.36431], [-1.59428, 0.85574, 0.57417], [3.07333, 0.54507, 1.86242], [4.09740, -3.26815, -1.30190], [-4.45092, -3.07062, 2.49180], [5.05664, -3.53339, -0.86280], [-0.92914, 0.15473, -1.30813], [-1.00099, 1.16703, -0.29238], [-4.34361, -3.66580, 3.39504], [2.76944, 2.17068, -0.30028], [3.33209, 2.76158, -1.01000], [-1.95895, -2.07663, 3.00947], [2.71197, 2.65591, 0.66670], [3.74323, 0.70716, -0.09399], [-4.79313, 3.17176, -1.65837]],
  "forces_ev_per_a": [[0.0, 0.0, 0.0], [0.0, -0.1, 0.0], [1.3, 0.8, 0.6], [0.0, 0.0, 0.0], [-0.1, -0.2, -0.2], [0.0, 0.0, 0.0], [0.1, -0.1, -0.1], [-0.3, 0.5, 0.3], [0.2, -0.2, 0.1], [-0.1, 0.2, 0.0], [0.1, -0.1, 0.0], [0.0, 0.0, 0.0], [0.0, 0.0, 0.0], [-0.1, 0.2, -0.1], [0.0, 0.0, 0.1], [0.0, 0.1, -0.1], [0.0, 0.0, 0.0], [0.4, 0.2, 0.4], [0.0, 0.0, 0.0], [-0.1, 0.2, -0.4], [0.0, 0.1, 0.3], [-0.1, -0.1, 0.1], [-0.5, 0.2, -0.1], [-0.4, -1.0, -1.1], [0.0, 0.0, 0.0], [0.1, -0.2, 0.1], [0.0, 0.0, 0.0], [-0.1, 0.2, 0.0], [0.0, 0.0, 0.0], [-0.5, 0.3, 0.2], [-0.1, -0.6, -0.2], [0.0, 0.0, 0.0], [-0.1, 0.0, 0.0], [-0.1, 0.1, 0.0], [-0.4, 0.3, -0.4], [0.8, -0.7, -0.1], [0.0, 0.0, 0.0], [-0.7, -0.5, -0.1], [0.4, 0.2, 0.0], [0.0, -0.1, 0.2], [0.3, 0.3, 0.2], [-0.2, 0.3, 0.3], [0.0, 0.0, -0.1]],
  "nbo_charge": [0.210, 0.216, -0.975, 0.213, 0.267, -0.088, 0.239, -0.864, 0.203, -0.052, 0.233, -0.035, 0.224, -0.384, 0.251, -0.398, -0.088, -0.420, -0.053, 0.194, 0.162, -0.393, -0.435, -0.943, 0.214, -0.094, 0.212, 0.172, 0.210, 0.141, 0.494, 0.246, -0.384, -0.381, -0.824, -0.254, 0.211, -0.672, 0.243, -0.045, 0.222, 2.395, -0.389],
  "lumo_energy_ev": 2.5,
  "homo_lumo_gap_ev": 4.81,
  "total_charge": -1
}

[3]
{
  "formula": "C10H21ClF3O5P2STi",
  "method": "ωB97M-V/def2-TZVPD",
  "species": ["C", "Cl", "O", "H", "C", "H", "O", "H", "H", "H", "Ti", "C", "H", "F", "C", "H", "C", "H", "H", "C", "H", "O", "O", "H", "H", "H", "F", "C", "H", "O", "H", "F", "P", "P", "H", "C", "H", "H", "C", "H", "H", "H", "C", "S"],
  "positions_angstrom": [[1.39341, -3.09571, 1.17290], [-0.75534, -0.54379, -2.48349], [-1.12837, 0.14934, 1.97580], [-1.34670, -4.54703, 0.77000], [-1.43102, -3.45868, 0.92945], [-2.57282, 2.68090, 0.08045], [2.43064, 0.04651, 0.41640], [-0.30806, -1.14800, -5.19189], [1.25662, -2.95374, -1.76399], [-1.68772, 4.23218, 0.16115], [-0.67982, -0.05031, 0.05748], [0.25452, -3.21993, -1.42233], [2.17686, 2.74965, 0.18275], [0.71412, 1.80498, 3.66922], [1.24348, 3.18073, 0.57223], [1.44447, -4.19258, 1.15742], [0.01703, 2.81581, -1.89221], [0.12733, -4.30313, -1.45874], [2.30849, -2.70556, 0.72113], [-1.67719, 3.17925, 0.47228], [-0.46234, -2.76051, -2.10635], [0.41355, -1.14968, 3.41858], [-2.03118, -0.88843, 4.00998], [-2.37621, -3.11227, 0.49137], [1.11339, -0.15782, -5.76405], [1.25448, 3.03080, 1.65415], [-0.04866, 1.05093, 5.55758], [-0.35647, 1.22511, 4.26383], [-1.45596, -3.24957, 2.00831], [1.78212, 0.26239, -3.12349], [-1.72680, 3.11967, 1.56661], [-1.38666, 2.08678, 4.17099], [-0.02905, -2.52127, 0.21977], [-0.18528, 2.36976, -0.15636], [0.88055, 2.28639, -2.32078], [0.26337, -0.20332, -5.03724], [-0.86524, 2.49970, -2.45545], [1.19523, 4.25253, 0.32872], [0.74443, -0.10225, -3.61300], [0.16670, 3.90743, -1.96495], [-0.46892, 0.63888, -5.19671], [1.34561, -2.75443, 2.21018], [1.26901, -0.06552, 0.29019], [-0.81560, -0.38618, 3.42210]],
  "forces_ev_per_a": [[0.4, 0.1, 0.2], [-0.5, 0.8, 0.4], [0.3, -0.4, -0.8], [0.2, 0.5, -0.1], [-0.4, 0.5, 0.2], [0.1, 0.2, 0.0], [-5.2, -0.7, -0.4], [0.4, 0.6, 0.2], [0.0, 0.0, 0.0], [0.0, -0.2, 0.0], [-2.4, -0.6, 1.5], [-0.3, 0.2, -0.6], [-0.3, 0.2, -0.1], [-0.6, -0.7, -0.1], [0.4, -0.2, 0.5], [-0.2, 0.2, -0.1], [-0.2, -0.1, -0.5], [0.1, 0.0, 0.3], [0.0, -0.1, 0.0], [-0.3, -0.1, 0.1], [0.2, -0.7, 0.1], [-1.1, 0.5, -0.3], [1.5, 0.6, -0.8], [0.1, -0.2, 0.1], [-0.6, 0.1, 0.9], [0.0, 0.2, -0.1], [-0.5, -0.3, -1.4], [0.1, 1.2, 1.0], [-0.1, -0.1, -0.2], [-3.8, -1.5, -1.2], [0.1, 0.0, -0.2], [0.5, -0.7, -0.1], [0.5, -1.7, 0.5], [0.9, 1.0, -0.2], [-0.1, 0.4, 0.3], [-0.5, -0.2, -0.3], [0.0, 0.3, -0.1], [0.0, -0.3, 0.1], [3.9, 1.6, -0.1], [-0.1, -0.5, -0.1], [0.8, -0.7, 0.1], [-0.1, 0.0, -0.2], [7.1, 0.9, 0.4], [-0.2, -0.3, 0.7]],
  "nbo_charge": [-0.953, -0.162, -1.054, 0.288, -0.935, 0.260, -0.370, 0.284, 0.259, 0.288, 1.273, -0.949, 0.271, -0.320, -0.947, 0.280, -0.951, 0.284, 0.255, -0.948, 0.244, -0.909, -0.835, 0.254, 0.304, 0.282, -0.272, 0.743, 0.281, -0.419, 0.291, -0.302, 0.955, 0.942, 0.265, -0.751, 0.252, 0.280, 0.688, 0.283, 0.294, 0.302, 0.384, 2.289],
  "lumo_energy_ev": [-9.0, -8.7],
  "spin_multiplicity": 2,
  "homo_lumo_gap_ev": [7.62, 8.41],
  "s_squared": 0.7585,
  "total_charge": 2,
  "e_above_lowest_kcal_mol": 0.0
}

In the order shown, the computed molecular weight values come out to 620.6, 528.0, 455.6 g/mol.